A cluster of 4 separate species, C5H9N3 in total, computed with the ωB97M-V functional and the def2-TZVPD basis.

```
17
Properties=species:S:1:pos:R:3:forces:R:3:nbo_charge:R:1
C 3.1463 -1.7102 1.5823 -3.341 2.614 -1.257 -0.39
C 1.4621 -0.3720 0.2464 -0.884 -1.227 0.962 0.20
C -0.3935 0.8990 -0.3294 2.885 -4.349 -3.643 0.23
C -2.6133 0.1557 -1.3247 1.076 -0.489 -1.394 -0.27
C -2.7246 1.5516 -0.9184 1.048 -0.980 5.921 -0.26
H 2.2967 -0.9338 3.0105 2.561 -1.722 -2.326 0.16
H 3.4307 -3.5471 1.9676 -0.575 3.975 -0.967 0.25
H 4.2140 -0.8834 0.5611 -1.994 -2.251 3.025 0.19
H 1.8745 0.5581 0.3282 2.091 2.607 0.076 0.13
H 0.1690 1.8460 -0.0663 -0.842 -1.110 0.365 0.18
H -2.4170 -0.7658 -0.6657 -0.881 1.815 -0.988 0.25
H -3.2078 0.1336 -2.2603 1.329 -1.267 0.122 0.22
H -3.1623 2.2902 -1.5471 -0.700 0.430 0.164 0.22
H -2.7495 1.4218 0.2676 -0.729 2.008 -2.364 0.20
N 1.8344 -1.3938 0.8454 3.558 -4.019 1.610 -0.49
N 0.2457 -0.3847 -0.3753 -4.503 5.745 0.010 -0.43
N -1.4052 1.1350 -1.3219 -0.101 -1.782 0.683 -0.40
```
Positions in Å, forces in eV/Å.

Results
HOMO energy	-8.52	eV
E_LUMO	-1.292	eV
2S+1	1
charge	0
orbital gap	7.23	eV
calculated total energy	-9786.9878	eV